One molecule with the formula C6H6. Source: OMol25; level of theory: ωB97M-V with the def2-TZVPD basis set.

Output
- molecular weight (g/mol) = 78.11
- total charge = 0
- energy relative to the best compared isomer or geometry (same formula, charge and spin) (kJ/mol) = 527.1
- LUMO energy (eV) = 0.3
- max |F| (eV/Å) = 0.6
- gap between HOMO and LUMO (eV) = 8.74

Each line ends with the Mulliken charge.
Geometry (Å):
C  0.84  1.70  -0.33  -0.93
C  0.31  0.59  -1.20  -0.22
C  0.61  -0.68  -0.99  0.19
C  0.55  -1.83  -0.41  -0.61
C  -0.30  -2.05  0.54  0.58
C  -1.24  -1.68  1.36  -0.76
H  0.01  2.25  0.13  0.28
H  1.46  1.29  0.49  0.30
H  1.44  2.41  -0.90  0.32
H  -0.43  0.83  -1.96  0.32
H  -1.53  -0.66  1.08  0.24
H  -1.73  -2.17  2.19  0.29

---

A 2-piece molecular cluster, C4H8FN2 overall. Source: OMol25; level of theory: ωB97M-V with the def2-TZVPD basis set.

Output
- molecular weight (g/mol) = 103.12
- total charge = +1
- energy relative to the best compared isomer or geometry (same formula, charge and spin) (kJ/mol) = 444.9
- LUMO energy (eV) = -4.5
- max |F| (eV/Å) = 5.2
- gap between HOMO and LUMO (eV) = 9.79

Each line ends with the Mulliken charge.
Geometry (Å):
C  0.98  2.34  1.45  -0.51
C  0.00  1.96  0.70  0.50
C  0.33  -0.19  -0.25  0.32
C  -1.28  -1.81  -1.10  -1.07
N  1.28  -1.03  0.07  -0.32
N  -0.82  -0.42  -0.78  -0.24
F  -1.12  2.28  0.19  -0.14
H  0.96  3.45  1.68  0.25
H  1.80  1.83  1.78  0.27
H  -0.44  -2.18  -1.70  0.30
H  -2.19  -1.67  -1.52  0.39
H  -1.31  -2.21  -0.20  0.45
H  1.95  -0.67  0.74  0.24
H  1.45  -1.96  -0.40  0.24
H  -1.57  0.27  -0.65  0.31

---

C43H45IrN11P as an isolated structure. Source: OMol25; level of theory: ωB97M-V with the def2-TZVPD basis set.

Output
- molecular weight (g/mol) = 939.10
- total charge = +3
- energy relative to the best compared isomer or geometry (same formula, charge and spin) (kJ/mol) = 185.2
- spin multiplicity = 2
- LUMO energy (alpha / beta) (eV) = -9.7 / -9.7
- max |F| (eV/Å) = 0.7
- gap between HOMO and LUMO (alpha / beta) (eV) = 5.03 / 5.08
- ⟨S²⟩ = 0.768

Each line ends with the Mulliken charge.
Geometry (Å):
Ir  -0.65  -0.01  0.29  1.20
C  -5.98  3.21  1.53  -0.89
N  -4.86  2.37  1.97  0.13
C  -4.82  1.72  3.15  -0.53
C  -3.60  1.08  3.19  -0.58
N  -2.89  1.34  2.06  0.13
C  -3.67  2.13  1.31  0.21
P  -3.54  2.80  -0.31  -0.46
C  -2.84  -0.41  -1.66  -0.28
N  -2.55  -0.60  -0.26  0.61
C  -3.33  -1.51  0.22  -0.40
C  -4.22  -1.97  -0.82  -0.82
N  -3.94  -1.35  -1.91  0.24
C  -4.74  -1.40  -3.15  -0.92
C  -1.79  2.71  -0.74  -0.18
N  -0.72  1.99  -0.30  0.92
C  0.39  2.60  -0.82  -0.37
C  0.02  3.66  -1.58  -1.24
N  -1.33  3.71  -1.53  0.21
C  -2.14  4.73  -2.21  -0.91
H  -6.53  3.55  2.40  0.33
H  -6.65  2.65  0.88  0.33
H  -5.60  4.08  1.00  0.37
H  -5.62  1.77  3.87  0.49
H  -3.20  0.47  3.98  0.49
H  -3.29  -1.86  1.25  0.74
H  -5.03  -2.69  -0.75  0.58
H  -4.76  -2.42  -3.52  0.38
H  -4.29  -0.75  -3.89  0.40
H  -5.75  -1.06  -2.93  0.38
H  1.39  2.28  -0.60  0.56
H  0.61  4.38  -2.12  0.55
H  -1.47  5.45  -2.67  0.34
H  -2.78  5.25  -1.49  0.39
H  -2.75  4.27  -2.98  0.34
N  -0.53  -0.60  3.40  0.57
C  -0.89  -1.92  3.33  0.27
C  -1.33  -2.55  4.48  -0.39
C  -1.63  -3.92  4.54  -0.93
C  -1.45  -4.69  3.42  -0.89
C  -1.03  -4.08  2.22  1.19
C  -0.78  -4.90  1.10  -1.01
C  -0.34  -4.33  -0.06  -1.49
C  -0.23  -2.94  -0.11  0.27
N  -0.49  -2.10  0.89  1.20
C  -0.80  -2.68  2.13  -0.81
H  -0.36  -0.24  4.33  0.44
H  0.12  -0.22  2.74  -0.99
H  -1.41  -1.96  5.38  0.48
H  -1.96  -4.35  5.47  0.45
H  -1.62  -5.75  3.44  0.47
H  -0.93  -5.97  1.18  0.49
H  -0.09  -4.91  -0.94  0.58
H  0.05  -2.50  -1.05  0.23
C  4.00  2.59  -1.98  -1.10
C  4.84  1.34  -2.00  1.49
C  5.85  1.18  -2.94  -0.89
C  6.65  0.04  -2.96  -0.70
C  6.45  -0.97  -2.03  -0.83
C  5.44  -0.84  -1.09  -0.14
C  4.65  0.31  -1.08  -1.06
N  3.61  0.41  -0.09  0.86
C  2.31  0.13  -0.33  -0.83
N  2.06  -0.21  -1.62  1.04
C  0.85  -0.42  -2.29  1.09
C  -0.38  -0.39  -1.64  -1.63
C  -1.53  -0.59  -2.41  1.27
C  -1.46  -0.83  -3.77  -1.18
C  -0.22  -0.88  -4.39  -1.47
C  0.94  -0.66  -3.67  1.22
C  2.28  -0.70  -4.36  -1.40
N  1.38  0.23  0.60  0.96
C  1.86  0.59  1.92  -2.27
C  1.58  1.87  2.40  0.19
C  2.01  2.26  3.65  -1.02
C  2.74  1.37  4.43  -0.96
C  3.02  0.10  3.95  -0.94
C  2.58  -0.33  2.70  2.13
C  2.84  -1.75  2.27  -0.63
H  4.49  3.39  -2.54  0.57
H  3.85  2.95  -0.96  0.25
H  3.02  2.43  -2.43  0.13
H  6.04  1.97  -3.66  0.47
H  7.44  -0.05  -3.70  0.45
H  7.07  -1.85  -2.04  0.45
H  5.27  -1.61  -0.36  0.49
H  3.86  0.66  0.85  0.19
H  2.89  -0.28  -2.18  -0.36
H  -3.25  0.61  -1.81  0.10
H  -2.34  -0.98  -4.38  0.27
H  -0.16  -1.08  -5.45  0.48
H  2.17  -0.84  -5.43  0.48
H  2.91  -1.52  -3.98  0.38
H  2.84  0.24  -4.21  0.30
H  1.02  2.56  1.78  0.45
H  1.79  3.25  4.02  0.52
H  3.10  1.67  5.41  0.45
H  3.59  -0.59  4.56  0.53
H  3.64  -2.18  2.86  0.58
H  3.10  -1.84  1.22  -0.15
H  1.95  -2.37  2.43  -0.07

---

C20H26N3O3 as an isolated structure. Source: OMol25; level of theory: ωB97M-V with the def2-TZVPD basis set.

Output
- molecular weight (g/mol) = 356.45
- total charge = +1
- energy relative to the best compared isomer or geometry (same formula, charge and spin) (kJ/mol) = 1623.8
- LUMO energy (eV) = -3.1
- max |F| (eV/Å) = 18.1
- gap between HOMO and LUMO (eV) = 7.98

Each line ends with the Mulliken charge.
Geometry (Å):
C  -2.30  -3.21  3.12  -1.73
C  -1.52  -1.96  2.84  0.58
O  -1.58  -0.99  3.50  -0.47
C  -0.64  -2.13  1.56  0.76
C  -1.04  -2.74  0.32  -0.56
C  -0.10  -2.83  -0.82  -1.46
C  1.16  -2.03  -0.88  0.32
C  1.25  -1.42  0.38  -0.46
C  0.48  -1.49  1.48  -0.10
H  0.87  -0.88  2.44  0.32
H  2.29  -1.10  0.46  0.53
O  1.59  -1.88  -1.93  -0.32
C  1.16  -1.83  -3.25  -1.30
C  -0.05  -1.32  -3.49  0.50
O  -0.61  -1.68  -4.85  -0.65
H  0.28  -1.53  -5.55  0.40
C  0.14  0.44  -3.65  -0.95
N  0.14  1.07  -2.42  0.28
C  1.26  1.24  -1.66  0.04
C  1.36  2.12  -0.56  -0.99
N  0.20  1.65  0.33  0.90
H  0.69  0.49  0.57  -0.33
C  0.34  2.20  1.75  0.43
N  1.08  1.47  2.61  -0.34
C  0.73  1.97  3.88  -0.45
C  0.47  3.32  4.28  -0.40
C  -0.08  4.22  3.14  -0.82
C  -0.30  3.46  2.02  -0.30
H  -0.58  4.11  1.08  0.17
H  -0.46  5.07  3.48  0.53
H  0.49  3.58  5.26  0.50
H  1.39  1.45  4.50  0.46
C  -1.04  1.59  -0.21  -1.17
C  -0.96  0.75  -1.51  -0.25
H  -1.91  0.69  -2.02  0.60
H  -0.84  -0.52  -0.89  -0.12
H  -1.47  2.66  -0.60  0.36
H  -1.54  1.20  0.52  0.51
H  0.93  3.14  -0.87  0.38
H  2.30  2.10  -0.12  0.40
H  2.15  1.82  -2.48  0.29
H  2.07  0.15  -1.54  0.13
H  -0.79  0.61  -4.29  0.31
H  1.00  0.67  -4.28  0.49
H  -0.95  -1.61  -2.95  0.25
H  2.05  -1.59  -3.72  0.62
H  1.10  -2.97  -3.29  0.40
H  -0.39  -3.25  -1.56  1.25
H  -1.96  -3.59  0.44  0.20
H  -2.76  -3.21  3.99  0.55
H  -1.87  -4.16  3.06  0.43
H  -3.26  -3.30  2.39  0.29

---

C4HO2Tm as an isolated structure. Source: OMol25; level of theory: ωB97M-V with the def2-TZVPD basis set.

Output
- molecular weight (g/mol) = 249.98
- total charge = +2
- spin multiplicity = 3
- LUMO energy (alpha / beta) (eV) = -9.7 / -10.5
- max |F| (eV/Å) = 6.1
- gap between HOMO and LUMO (alpha / beta) (eV) = 8.54 / 7.04
- ⟨S²⟩ = 2.014

Each line ends with the Mulliken charge.
Geometry (Å):
O  -2.36  0.13  0.67  -0.34
C  -1.31  0.12  -0.08  0.57
C  -0.72  0.39  -1.24  -0.24
H  -3.12  -0.29  0.24  0.44
C  1.53  -0.59  -0.27  -0.27
C  0.29  0.06  -0.29  0.61
O  2.05  0.74  -0.13  -0.47
Tm  3.64  -0.57  1.09  1.71